ORCA calculation (ωB97M-V/def2-TZVPD) on the molecule C9H10S at a distorted geometry.

```
20
Properties=species:S:1:pos:R:3:forces:R:3
C -2.76556 0.52815 0.92957 1.1 -0.7 1.4
C -1.96581 -0.39567 1.59571 0.2 -1.1 1.2
C -2.20275 1.20323 -0.10759 1.4 1.1 -2.3
C -0.61616 -0.72214 1.30200 -2.5 0.7 0.6
C -0.85572 0.86949 -0.52271 -1.7 -1.3 1.3
C -0.13284 -0.12737 0.17788 1.6 1.2 -3.8
C 0.16945 1.09343 -1.61186 -2.0 0.6 1.4
C 1.02321 -0.03754 -1.19421 -0.9 -0.4 3.7
C 3.12783 -1.13947 0.02428 -5.4 -1.1 1.2
S 2.70461 0.38022 -0.77779 0.1 0.4 -0.6
H -3.68197 0.82975 1.41795 -0.3 -0.2 -0.5
H -2.40219 -0.95832 2.44628 0.3 0.6 -0.4
H -2.85407 1.95083 -0.58895 0.8 -0.2 -0.1
H -0.18863 -1.26102 2.10333 1.1 -1.0 0.0
H -0.25366 1.17716 -2.55071 -0.5 -0.4 -2.3
H 0.61739 1.99788 -1.41133 1.3 2.3 0.3
H 0.94250 -0.86462 -1.84862 0.0 -1.2 -0.3
H 4.10336 -1.36237 -0.00690 3.6 -0.6 0.1
H 2.55101 -1.99024 -0.44370 0.8 0.8 0.0
H 2.68000 -1.17138 1.06736 1.0 0.3 -0.9
```
Forces are in eV/Å.

Summary:
- E_tot: -747.02420 a.u.
- Gap between HOMO and LUMO: 9.28 eV
- Maximum force: 5.603 eV/A
- SMILES: CS[C@@H]1Cc2ccccc21
- 2S+1: 1
- Energy relative to the best compared isomer or geometry (same formula, charge and spin): 91.4 kJ/mol

Charges computed using natural (NBO), reported in e: atom 1 (C): -0.237, atom 2 (C): -0.182, atom 3 (C): -0.206, atom 4 (C): -0.265, atom 5 (C): -0.023, atom 6 (C): 0.014, atom 7 (C): -0.441, atom 8 (C): -0.316, atom 9 (C): -0.749, atom 10 (S): 0.238, atom 11 (H): 0.220, atom 12 (H): 0.203, atom 13 (H): 0.213, atom 14 (H): 0.224, atom 15 (H): 0.218, atom 16 (H): 0.219, atom 17 (H): 0.217, atom 18 (H): 0.220, atom 19 (H): 0.218, atom 20 (H): 0.214